Version one
48
Properties=species:S:1:pos:R:3 method="wB97M-V/def2-TZVPD" orbital_gap_ev=8.8 lumo_ev=0.407
C 0.96522 -0.41228 3.27916
O 0.40889 -1.68909 2.98380
C 0.40497 0.70045 2.39545
C 0.09771 0.32633 0.92986
C 1.40033 0.27087 0.09874
C 1.62200 -1.11000 -0.65014
C 2.76680 -1.89777 -0.01042
H 0.62057 -0.26612 4.29584
H 2.05574 -0.44465 3.28682
H 0.49499 -1.91727 2.08476
H 1.14016 1.50492 2.29131
H -0.43648 1.21447 2.86026
H -0.56649 1.07951 0.48183
H -0.46251 -0.57867 0.94570
H 2.26574 0.35858 0.75112
H 1.54853 1.08397 -0.60972
H 0.69047 -1.66652 -0.69546
H 1.87264 -0.76544 -1.63951
H 2.44854 -2.50763 0.84626
H 3.31635 -2.45354 -0.78452
H 3.59864 -1.25354 0.30025
H 0.13244 -0.00573 -2.13679
H 0.14321 0.88440 -3.36138
O 0.05969 -0.06016 -3.09317
H 0.63700 -2.53307 -1.21015
H 0.75679 -3.61141 0.01063
O 0.85613 -2.67727 -0.25333
H -0.65888 -1.68216 2.36785
H -0.19865 -2.08837 0.95098
O -0.99361 -1.89830 1.49112
H -2.80840 2.29285 1.36335
H -2.83781 2.39666 -0.22480
O -2.45994 2.75913 0.61225
H 0.07484 -1.00794 -2.96680
H -1.07396 -1.26830 -1.96511
O -0.35620 -1.70373 -2.48530
H -3.06596 1.86121 -2.31835
H -3.00416 0.64853 -1.37318
O -3.48376 1.47726 -1.55610
H -1.04727 3.56049 0.20043
H 0.31584 3.12321 0.40232
O -0.15731 3.82430 -0.04188
H -0.55255 3.26648 -1.70593
H 0.58312 3.24986 -2.67831
O -0.24914 2.80936 -2.51963
H -3.02133 -1.34351 -0.40519
H -1.58029 -1.08068 0.04103
O -2.26265 -0.76969 -0.58598


Version two
48
Properties=species:S:1:pos:R:3 method="wB97M-V/def2-TZVPD" smiles=CC(C)O.CC(C)O.O.O.O.O.O.O.O.O orbital_gap_ev=10.1 lumo_ev=-0.149
C 0.77350 1.77112 -3.32309
C -0.20197 0.58811 -3.34109
C 0.40938 -0.63354 -2.65279
O -1.39387 0.95558 -2.62250
H 0.93093 2.21928 -2.33516
H 0.53698 2.58848 -4.00396
H 1.77338 1.37393 -3.53713
H -0.39410 0.41335 -4.40507
H 0.62800 -0.41063 -1.61208
H 1.27408 -0.93806 -3.23878
H -0.32255 -1.44078 -2.63610
H -1.74617 1.71914 -3.09715
C -4.37025 -2.20929 1.43855
C -3.72255 -0.88453 1.12615
C -4.37780 0.31012 1.83094
O -2.34841 -0.97658 1.50419
H -4.07948 -3.03504 0.78474
H -5.45865 -2.14424 1.43213
H -4.04143 -2.61034 2.40197
H -3.72454 -0.68283 0.04583
H -3.78037 1.21438 1.86661
H -4.54106 -0.02075 2.86716
H -5.42506 0.37112 1.52426
H -1.85841 -0.19153 1.20727
O 3.78215 -2.32333 -0.58454
H 3.96140 -2.56778 0.32956
H 3.64713 -1.36499 -0.56155
O -0.67979 0.90914 0.29603
H -0.96172 1.69943 0.78018
H -0.88660 1.10128 -0.63966
O 4.19760 0.21216 2.71453
H 3.40343 -0.31537 2.55126
H 3.91574 1.11699 2.55207
O -0.25172 -2.75396 0.68533
H -0.99850 -2.19392 0.97035
H 0.54100 -2.24713 0.90326
O 4.04738 0.66786 -0.68017
H 4.10299 0.71160 -1.64518
H 4.96231 0.55473 -0.38525
O 2.59927 3.32970 -0.18730
H 2.84726 2.52818 -0.66232
H 2.99547 3.22324 0.68339
O -0.15874 0.03584 3.67423
H -1.01997 -0.30165 3.38834
H 0.35838 0.11028 2.86085
O 1.76204 -0.06745 0.88194
H 0.88293 0.27168 0.57674
H 2.41097 0.31699 0.27303


Which one sits at the bottom of the stability order? version one does.


Version one
16
Properties=species:S:1:pos:R:3 method="wB97M-V/def2-TZVPD" orbital_gap_ev=10.9 lumo_ev=0.862
C 1.22165 0.66668 0.81539
C 0.13834 -0.09200 0.05601
C 0.71238 -1.17759 -0.84121
C -1.08572 -0.49068 0.90781
O -1.92160 0.49491 0.29233
C -0.85546 0.79524 -0.61152
N -0.92885 1.54277 -1.60784
H 0.79321 1.44457 1.45626
H 1.79078 -0.02964 1.44121
H 1.91203 1.14467 0.11374
H 1.39929 -0.74328 -1.57292
H 1.26471 -1.90568 -0.23862
H -0.07447 -1.70702 -1.38840
H -0.99581 -0.31399 1.97612
H -1.46630 -1.49656 0.72186
H -1.90418 1.86762 -1.52021


Version two
16
Properties=species:S:1:pos:R:3 method="wB97M-V/def2-TZVPD" orbital_gap_ev=6.5 lumo_ev=-1.861
N 0.50749 0.69803 -1.36587
C -1.86770 0.05209 -0.83735
C -1.30876 -0.57891 0.32437
C -0.12882 0.21807 0.91205
C 0.83516 0.29405 -0.25609
C 2.33980 0.04693 0.21994
O 2.20807 -1.18221 0.61579
H -0.74439 0.71198 -1.43401
H -2.51265 0.93241 -0.70057
H -2.05556 -0.62239 -1.68603
H -0.77823 -1.44371 -0.07248
H -1.94267 -0.97550 1.12607
H 0.30334 -0.34610 1.71398
H -0.42935 1.21566 1.22105
H 2.64779 0.84902 0.90815
H 2.92647 0.13059 -0.68901


Which one sits at the bottom of the stability order? version two does.


Version one
17
Properties=species:S:1:pos:R:3 method="wB97M-V/def2-TZVPD" smiles="CC(C)[C@H]1CC1=O" orbital_gap_ev=9.8 lumo_ev=0.888
C -1.66012 0.73393 0.10578
C -0.44919 -0.34105 0.45783
C -0.89170 -1.69997 -0.08070
C 0.78405 0.16463 -0.41152
C 1.60898 1.38977 0.09692
C 2.16506 0.01804 0.07706
O 3.14261 -0.61825 0.11029
H -1.47028 0.94545 -0.97993
H -1.68040 1.50336 0.91236
H -2.67437 0.29840 0.17482
H 0.05399 -0.23666 1.38131
H -0.59586 -1.80561 -1.16161
H -1.96158 -1.66927 0.03427
H -0.26474 -2.55372 0.31869
H 0.68980 -0.08459 -1.51258
H 1.25423 1.78164 1.01211
H 1.94951 2.17389 -0.53509


Version two
17
Properties=species:S:1:pos:R:3 method="wB97M-V/def2-TZVPD" smiles=C[C@H]1C[C@@]2(O)C[C@@H]12 orbital_gap_ev=10.3 lumo_ev=0.994
C 2.14268 0.47637 0.12236
C 0.91008 -0.43306 -0.29436
C 0.02440 -0.63790 0.94411
C -1.20452 -0.30554 0.14965
O -2.42808 -0.88293 0.45648
C -1.19302 0.95978 -0.69344
C -0.55101 -0.27316 -1.18771
H 3.05080 -0.11275 0.36394
H 1.93335 0.99958 1.07301
H 2.47127 1.24025 -0.58240
H 1.09196 -1.28352 -0.91169
H 0.21813 0.05576 1.77103
H 0.02635 -1.66251 1.32233
H -2.81269 -0.30317 1.12438
H -2.17367 1.22071 -1.08411
H -0.51087 1.78823 -0.54130
H -0.99517 -0.84614 -2.03229


Which one sits at the bottom of the stability order? version two does.


Version one
17
Properties=species:S:1:pos:R:3 method="wB97M-V/def2-TZVPD" smiles="CC1=C(O)CC=C1.[H][H]" orbital_gap_ev=8.6 lumo_ev=0.796
C 2.15103 0.17881 0.35560
C 0.66452 -0.03171 0.31690
C -0.28044 0.88439 0.01712
O -0.13695 2.17205 -0.38351
C -1.65818 0.32477 0.21447
C -1.36917 -1.12113 0.51671
C -0.03907 -1.28665 0.61060
H 2.40065 1.16584 0.76854
H 2.62283 0.10050 -0.63358
H 2.63097 -0.56181 1.00382
H 0.80317 2.34499 -0.53182
H -2.32727 0.49593 -0.63575
H -2.11767 0.80340 1.09176
H -2.13499 -1.87347 0.66249
H 0.47095 -2.21325 0.85783
H -0.98070 -0.99727 -1.95802
H -0.69964 -0.38539 -2.27316


Version two
17
Properties=species:S:1:pos:R:3 method="wB97M-V/def2-TZVPD" smiles=C[C@H]1OC[C@H]2C[C@H]21 orbital_gap_ev=10.8 lumo_ev=1.093
C 1.58008 -0.52455 -1.04601
C 0.17699 -0.97770 -0.59576
O 0.12302 -1.51169 0.74078
C -0.29034 -0.39527 1.63966
C -1.24321 0.45318 0.81115
C -0.53984 1.52729 -0.08224
C -0.84203 0.16497 -0.59084
H 2.25421 -1.35303 -1.29464
H 2.06311 0.06810 -0.26278
H 1.49845 0.11336 -1.93918
H -0.20523 -1.71054 -1.32302
H -0.74192 -0.68231 2.61498
H 0.64740 0.09947 1.88492
H -2.29524 0.45052 1.10168
H 0.44016 1.78562 0.30246
H -0.97128 2.36026 -0.65322
H -1.65432 0.13231 -1.30795


Which one sits at the bottom of the stability order? version one does.


Version one
17
Properties=species:S:1:pos:R:3 method="wB97M-V/def2-TZVPD" smiles="C[C@@H]1C=COCC1" orbital_gap_ev=9.0 lumo_ev=0.997
C 1.81486 -0.74917 0.10575
C 0.79616 0.32427 0.43993
C -0.48051 0.07928 1.24072
C -1.69767 0.49603 0.74463
O -2.24522 0.03490 -0.39814
C -1.11912 -0.59077 -0.95493
C 0.08476 0.79316 -0.80319
H 2.15797 -1.28843 0.98910
H 2.69011 -0.29592 -0.38188
H 1.37366 -1.46034 -0.59853
H 1.31915 1.12192 1.01005
H -0.40925 0.02655 2.31589
H -2.34903 1.22430 1.20975
H -1.18996 -0.73594 -2.01322
H -1.10671 -1.64964 -0.50684
H -0.19654 1.88117 -0.62715
H 0.55733 0.78865 -1.77195


Version two
17
Properties=species:S:1:pos:R:3 method="wB97M-V/def2-TZVPD" orbital_gap_ev=9.9 lumo_ev=0.761
C 1.23457 -1.40093 -0.72584
C 0.99232 -0.22528 0.18443
O 1.61008 0.94217 -0.33860
C 0.01529 1.72474 0.05614
C -0.85368 1.09120 -0.95966
C -0.41935 0.31111 0.27806
C -1.43186 -0.21975 1.25550
H 0.74904 -2.29461 -0.32480
H 0.83540 -1.19442 -1.72378
H 2.30722 -1.59461 -0.82190
H 1.35576 -0.44614 1.20316
H 1.03801 2.09931 0.27705
H -1.92047 1.32795 -0.93969
H -0.44032 0.96546 -1.95528
H -1.76923 -1.21976 0.95774
H -0.99072 -0.29303 2.25495
H -2.31204 0.42659 1.32251


Which one sits at the bottom of the stability order? version two does.


Version one
17
Properties=species:S:1:pos:R:3 method="wB97M-V/def2-TZVPD" smiles="C[C@H]1C[C@H]1/C=C/O" orbital_gap_ev=9.5 lumo_ev=0.952
C -0.97906 -1.09536 1.04881
C 0.51366 -0.87373 0.86826
C 1.13086 -1.38516 -0.40419
C 1.14755 0.09553 -0.10357
C 0.37463 1.11288 -0.87026
C -0.71248 1.67948 -0.34750
O -1.53517 2.60409 -0.90300
H -1.49641 -1.08342 0.08438
H -1.14373 -2.08538 1.49288
H -1.46486 -0.35752 1.69901
H 1.08798 -1.01193 1.78135
H 0.42336 -1.72761 -1.15532
H 2.06540 -1.94052 -0.37969
H 2.13974 0.44034 0.19256
H 0.76569 1.44459 -1.83446
H -1.05431 1.41498 0.64508
H -1.26284 2.76874 -1.81435


Version two
17
Properties=species:S:1:pos:R:3 method="wB97M-V/def2-TZVPD" smiles=CC[C@H]1O[C@H]2C[C@H]21 orbital_gap_ev=9.5 lumo_ev=1.026
C -1.03792 -0.99917 1.72294
C -0.78084 -1.11364 0.22272
C 0.61470 -0.66722 -0.13123
O 0.97652 -0.82099 -1.51067
C 1.49957 0.49931 -1.62818
C 0.37587 1.45014 -1.33428
C 0.86363 0.83158 -0.10224
H -0.99022 0.04208 2.06581
H -0.30007 -1.57268 2.29657
H -2.02944 -1.38552 1.97367
H -1.49803 -0.49920 -0.33480
H -0.90205 -2.14505 -0.11806
H 1.36205 -1.22039 0.45918
H 2.32716 0.68868 -0.89675
H 0.61402 2.49517 -1.49455
H -0.61156 1.14472 -1.66279
H 1.27273 1.39801 0.73365


Which one sits at the bottom of the stability order? version two does.